A molecular structure, C31H49ClHoO2P2 at a distorted geometry. Source: OMol25; level of theory: ωB97M-V with the def2-TZVPD basis set.

## Properties
- Kohn-Sham gap (spin up / spin down) (eV) = 5.00 / 5.13
- strongest force on any atom (hartree/bohr) = 0.1993
- E (a.u.) = -3451.79257

Structure (ORCA input):
```
! wB97M-V def2-TZVPD RIJCOSX def2/J DEFGRID3
* xyz 1 5
Ho -0.64867 -0.51732 -1.12121
C -2.64834 1.70450 0.03184
C -3.10684 0.77651 -0.95071
C -2.67685 -0.37767 1.01185
C -2.47557 1.01032 1.25331
C -3.13749 -0.52534 -0.33937
C -2.53440 3.16667 -0.15435
H -2.37009 3.42700 -1.20823
H -1.69161 3.57316 0.42338
H -3.44479 3.69223 0.17785
C -2.29521 1.65908 2.56938
H -1.47971 2.39430 2.54247
H -2.07139 0.92575 3.34843
H -3.20473 2.19957 2.87872
C -2.52278 -1.46488 2.00839
H -3.43514 -1.59480 2.61748
H -1.69367 -1.24480 2.69958
H -2.29956 -2.43146 1.52902
C -3.60085 -1.77733 -0.99063
H -4.50284 -1.59684 -1.59445
H -3.83954 -2.54576 -0.24416
H -2.84345 -2.21548 -1.67393
C -3.73013 1.15927 -2.23955
H -4.75913 1.53370 -2.09145
H -3.79834 0.31663 -2.93680
H -3.17544 1.96819 -2.73422
C 1.40634 0.43060 -1.77450
C 0.37446 1.34221 -1.95922
C -0.14280 1.71432 -3.32785
C -0.96846 0.63880 -4.09538
C -1.15980 -0.69545 -3.40384
C -0.08792 -1.54472 -3.16030
C 1.28169 -1.23006 -3.74231
C 2.14118 -0.26724 -2.89085
H 0.69005 2.02748 -3.97914
H -0.49329 0.49915 -5.08480
H -0.75476 2.62440 -3.22133
H 2.64281 0.46454 -3.54776
H 2.01877 0.50777 -0.87083
H 0.21239 2.09164 -1.16772
H 2.96675 -0.83420 -2.43114
H 1.83881 -2.17116 -3.86634
H -0.26689 -2.61438 -2.96533
H 1.20672 -0.80668 -4.75750
H -1.95726 1.07144 -4.31926
H -2.17350 -1.10728 -3.47277
P 2.24406 3.29404 0.33385
C 1.95011 3.87002 2.04982
H 2.53108 4.77891 2.25867
H 2.20945 3.07268 2.76030
H 0.87541 4.08612 2.14922
C 3.88734 2.49380 0.53084
H 4.52663 3.10711 1.18089
H 4.35175 2.38814 -0.45948
H 3.75679 1.48840 0.95808
C 2.73500 4.85116 -0.49425
H 3.12048 4.61166 -1.49501
H 3.50027 5.36990 0.09828
H 1.84295 5.48249 -0.60534
P 0.57652 -3.60566 -0.43695
C -0.20696 -5.08161 -1.17718
H 0.54282 -5.73889 -1.63642
H -0.90375 -4.72499 -1.95004
H -0.77870 -5.62522 -0.41255
C 2.28686 -3.62714 -1.09221
H 2.28437 -3.33301 -2.14989
H 2.71755 -4.63340 -0.98726
H 2.88005 -2.89656 -0.52168
C 0.88193 -4.08448 1.29991
H 1.05675 -5.16733 1.37372
H 0.00029 -3.80519 1.89430
H 1.75507 -3.53729 1.68195
Cl 0.14887 -0.65147 7.32589
C 0.62004 -0.61084 5.67557
C 1.38666 -1.66423 5.15137
C 1.74201 -1.63631 3.80065
C 1.23371 -0.62522 2.97479
C 0.56298 0.46742 3.52330
C 0.26193 0.49029 4.88427
C 1.45487 -0.65926 1.50006
O 2.58382 -0.85572 1.02395
O 0.36821 -0.46049 0.78134
H 1.70488 -2.47147 5.80468
H 2.43013 -2.37388 3.39019
H 0.32956 1.32225 2.89038
H -0.24048 1.33890 5.34755
*
```